(1)
The following is a quantum chemistry calculation of a 2-piece molecular cluster, C3H9N2O3 overall, from the OMol25 dataset.

The geometry in XYZ format:
```
17
Properties=species:S:1:pos:R:3:mulliken_charge:R:1
H -0.8058 0.8922 1.8855 0.28
O 2.8615 -1.2677 -0.1547 -0.26
N -1.0229 -1.9494 0.4358 -0.33
H -0.2606 -2.0440 1.1437 0.39
H -1.1246 -2.9680 0.0045 0.36
H 2.9269 1.1144 0.2080 0.26
O -1.1983 0.3387 1.2858 -0.55
H 1.7257 2.5245 0.6870 0.25
C 1.9287 1.5318 0.1098 -0.59
H -0.6738 -0.9745 -1.5931 0.39
C -0.5366 -0.9206 -0.5323 -0.83
H -1.7902 -1.5757 1.0462 0.39
O 1.0960 0.4761 0.6290 -0.39
H 1.6875 1.7047 -0.9683 0.35
N 1.9246 -1.3299 0.4876 0.29
C -0.3350 0.3406 0.1235 0.43
H -0.5255 1.2649 -0.3811 0.55
```

* molecular weight: 121.12 u
* largest force on an atom: 3.9 eV/Å
* frontier orbital gap (spin up / spin down): 10.380 / 6.390 eV
* net charge: +1
* energy above the lowest of the compared OMol25 structures with the same formula, charge and spin: 166.1 kcal per mole



(2)
The following is a quantum chemistry calculation of C21H26CuF5GeIN2O4STe as an isolated structure, from the OMol25 dataset.

The geometry in XYZ format:
```
63
Properties=species:S:1:pos:R:3:mulliken_spin:R:1
N -0.8326 -2.5329 0.3490 0.01
H 3.1219 1.9172 -5.8226 0.00
H 2.8729 -0.2614 -3.1731 0.00
H 4.9641 6.6029 -5.0544 0.00
H 3.7539 -1.8390 0.8882 0.00
C -4.8654 -3.3779 1.3085 0.00
H 3.6728 6.1487 -1.8950 0.00
F -3.8507 -3.6225 3.4445 0.00
C 1.8892 3.4925 -3.0503 0.04
Ge 3.6792 0.1221 -0.7676 -0.03
H 2.8418 -2.3088 -0.5429 0.00
H -1.7500 -1.7820 2.6327 0.00
C 5.2113 6.0588 -4.1392 0.00
Te 0.0782 2.4418 -2.6938 0.32
C -5.7997 -3.9604 0.4363 0.00
H 5.5560 0.8072 0.8739 0.00
H 0.4972 4.9672 -1.1059 0.00
C -5.4008 -5.2307 2.8301 0.00
C 3.7123 -1.7537 -0.1976 0.00
H 6.2747 0.1911 -0.6230 0.00
I 0.0582 -3.4063 3.7332 0.00
C 5.4675 0.8059 -0.2153 0.03
C 1.5677 4.8623 -0.9257 0.00
C 3.7867 0.1354 -2.7282 0.00
H 2.5869 2.3192 -0.6654 -0.05
H -1.8308 -2.6281 0.5724 0.00
F -5.2074 -5.8441 4.0151 0.00
F -7.3742 -5.6295 -0.1593 0.00
C 2.2571 2.1795 -5.2093 0.00
H 1.8927 1.2921 -4.6982 0.00
O -2.8661 1.0309 -1.3092 0.00
C -4.7124 -4.0747 2.5172 0.00
C 4.0881 5.1408 -3.7338 0.02
S -3.9814 -1.9389 0.9348 0.00
H 4.2407 3.9016 -5.4734 0.00
F -6.0549 -3.3922 -0.7522 0.00
H 2.2645 1.4638 0.8982 0.01
C -0.1300 -1.7699 1.1969 0.00
N -1.9421 0.4440 -0.7930 0.00
C 2.2941 4.5409 -2.2044 -0.01
C 3.3823 5.3385 -2.5581 -0.01
O -1.5659 0.6638 0.3839 0.00
H 1.4494 2.5067 -5.8698 0.00
H -0.2762 -0.8507 3.1130 0.00
H 5.5960 1.8313 -0.5687 0.00
F -6.9766 -6.9019 2.2217 0.00
H 5.4163 6.7944 -3.3601 0.00
H 4.6335 -0.4662 -3.0682 0.00
H 3.9152 1.1596 -3.0802 0.00
H 1.9539 5.7868 -0.4908 0.00
O -1.2249 -0.3980 -1.4546 0.02
H -0.6882 -2.2964 -0.6238 0.00
C 2.6191 3.2680 -4.2335 -0.03
H 1.6692 4.0640 -0.1894 0.00
C 2.3304 1.3767 -0.1891 0.29
C -0.6617 -1.7304 2.6127 0.00
C -6.3008 -5.7696 1.9308 0.00
Cu 0.5622 0.5924 -0.6855 0.39
H 6.1341 5.5055 -4.3301 0.00
C 3.6961 4.0900 -4.5514 -0.01
O 0.8883 -1.1403 0.9038 0.01
C -6.4953 -5.1183 0.7272 0.00
H 4.6172 -2.1926 -0.6261 0.00
```

* molecular weight: 888.17 u
* <S²>: 0.761
* largest force on an atom: 0.9 eV/Å
* spin multiplicity: 2
* frontier orbital gap (spin up / spin down): 5.743 / 6.113 eV
* net charge: -2
* energy above the lowest of the compared OMol25 structures with the same formula, charge and spin: 0.0 kcal per mole



(3)
The following is a quantum chemistry calculation of AsCsF6 as an isolated structure, from the OMol25 dataset.

The geometry in XYZ format:
```
8
Properties=species:S:1:pos:R:3:mulliken_charge:R:1
Cs -25.1316 26.5767 -9.4647 1.01
As -27.7186 29.7341 -8.4257 1.94
F -27.9158 28.3788 -9.6271 -0.52
F -27.3946 30.9849 -7.1235 -0.48
F -26.3503 28.6330 -7.8320 -0.55
F -29.1209 30.5471 -9.1578 -0.46
F -26.4759 30.5470 -9.4597 -0.47
F -28.9040 28.9338 -7.3273 -0.47
```

* molecular weight: 321.81 u
* largest force on an atom: 2.8 eV/Å
* frontier orbital gap: 11.069 eV
* energy above the lowest of the compared OMol25 structures with the same formula, charge and spin: 19.6 kcal per mole



(4)
The following is a quantum chemistry calculation of a 6-piece molecular cluster, C18H52N4O7 overall, from the OMol25 dataset.

The geometry in XYZ format:
```
81
Properties=species:S:1:pos:R:3:mulliken_charge:R:1
C 1.9630 -4.0336 -0.8138 -0.58
C 3.0001 0.1811 -2.3754 1.45
C -3.5582 3.9106 -3.6871 -1.41
H 5.0748 1.6602 0.6471 0.41
H -0.3939 0.2986 4.2693 0.46
H -2.0641 1.8944 5.6082 0.36
H 1.9826 0.4301 4.0110 0.36
H 0.2938 1.9901 0.5037 0.24
H 2.5128 -3.5995 -1.6852 0.25
H 0.2887 -3.6864 1.4581 0.30
C 4.2130 1.4750 0.0502 -0.85
H -0.1540 3.8346 -3.6727 0.20
H -0.9723 2.9469 4.8119 0.37
C -0.9774 -2.2808 0.8542 0.15
H -3.8614 1.2250 3.6239 0.21
H -0.7860 0.1175 2.4899 -0.39
H -1.8650 -0.3093 -1.9526 0.04
H -0.7258 -3.2739 5.1421 0.26
C -2.0654 1.9061 -3.2723 -0.12
O -3.0674 1.2911 -2.4532 -0.39
H -3.2719 1.3051 1.0469 0.33
H -3.4884 4.9966 -3.6889 0.43
H 4.7938 -0.6939 -3.1897 0.37
N 1.5640 0.3747 -2.7472 -0.55
C -2.8298 -0.0896 -2.3720 -0.58
H -1.6159 -2.1938 -0.0285 0.14
H -2.9338 0.0060 3.8436 0.23
H -2.3686 -2.9466 4.5914 0.32
H 4.1911 -5.0852 -1.0515 0.30
C 3.7474 -0.5048 -3.4979 -1.66
O -0.8323 -2.5892 3.2029 -0.21
N -1.0751 4.0818 -3.9485 -0.67
H 1.5127 -2.0520 -0.1506 0.21
H 3.6195 0.0197 -4.4638 0.37
C 1.7265 0.8739 3.0561 -0.54
H -1.1512 1.9546 0.0753 0.24
H -2.2267 1.5341 -4.2966 0.35
H 4.3989 -5.4333 0.6662 0.25
N -3.0178 0.8062 3.2339 -0.62
H 3.3574 2.0760 0.3257 0.33
H -2.0361 2.3368 2.5139 0.00
N -0.0379 -3.3208 0.5922 -0.34
O 4.6019 1.5822 -1.2468 -0.40
H -1.5082 -4.4020 3.9981 0.35
O 2.7673 -4.3555 0.2534 -0.29
C 0.9516 -2.9574 -0.4275 -0.34
H 3.3964 -1.5183 -3.7277 0.40
H -3.4050 1.8025 -0.4582 0.25
H -3.7930 3.5231 -4.7018 0.31
H 3.9899 0.4570 0.3284 0.31
H -2.5538 -1.8055 2.1734 0.40
O -3.0195 2.0029 0.4066 -0.65
O 0.5648 1.6645 3.1848 -0.44
H -2.7853 -0.5927 -3.3643 0.37
H -2.0328 3.7302 -2.1979 0.11
C -1.7349 -2.5341 2.1137 -0.92
H 3.1242 -6.2823 -0.1761 0.32
H 1.5958 0.0475 2.3581 0.17
C -2.1662 3.4074 -3.2299 0.58
H -4.4004 3.6264 -3.0169 0.28
C -1.9009 1.6982 3.4001 0.57
C -1.3944 -3.3752 4.2975 -0.91
C 3.4821 1.5910 -2.0947 -0.82
H -2.2693 -3.4923 2.0073 0.64
H 2.9597 -0.4356 -1.4744 -0.38
H 2.4664 1.6183 2.7824 0.24
C -1.9623 2.5075 4.7184 -1.61
H -0.4893 -1.3055 0.9693 -0.06
H 1.4399 -4.9557 -1.1223 0.39
O -0.2386 1.9239 -0.2703 -0.32
H 0.4272 -2.7058 -1.3423 0.20
H 0.9888 0.5653 -1.9421 0.00
H 1.2581 -0.4540 -3.2139 0.26
H -2.8393 3.1384 4.7518 0.44
C -0.5977 0.8232 3.3263 0.09
H 3.6078 2.2463 -2.9750 0.35
C 3.6743 -5.3540 -0.1157 -0.80
H 2.6328 2.0667 -1.6055 0.36
H -1.0741 1.6060 -2.9705 -0.07
H -3.5067 -0.5597 -1.7136 0.38
H -1.1214 4.0233 -4.9522 0.23
```

* molecular weight: 436.63 u
* largest force on an atom: 2.1 eV/Å
* frontier orbital gap: 9.307 eV
* energy above the lowest of the compared OMol25 structures with the same formula, charge and spin: 17.3 kcal per mole
* SMILES string: COC[C@H](C)N.COC[C@H](C)N.COC[C@H](C)N.COCCNCCOC.O.O



(5)
The following is a quantum chemistry calculation of C3H4LuMgO4 as an isolated structure, from the OMol25 dataset.

The geometry in XYZ format:
```
13
Properties=species:S:1:pos:R:3:mulliken_spin:R:1
H 1.7181 -1.9096 1.8045 0.00
H -0.7548 0.4829 -0.7094 0.01
H 0.1736 -1.0892 1.5186 0.00
Mg 2.2107 0.8042 1.1820 0.00
O 1.3635 -1.4298 -0.1529 0.00
O -2.3534 1.8172 -1.1142 -0.04
C -1.8429 0.8602 -0.4645 -0.09
H 1.5222 -0.7735 -2.0625 0.00
Lu -4.2133 1.6558 0.0610 1.17
O 2.0862 0.7025 -0.7319 0.00
C 1.3503 -0.3647 -1.0534 0.00
O -2.5091 0.3230 0.4660 -0.05
C 1.2490 -1.0789 1.2568 0.00
```

* molecular weight: 303.33 u
* <S²>: 0.751
* largest force on an atom: 8.3 eV/Å
* spin multiplicity: 2
* frontier orbital gap (spin up / spin down): 6.626 / 8.028 eV
* net charge: +2
* energy above the lowest of the compared OMol25 structures with the same formula, charge and spin: 0.0 kcal per mole



(6)
The following is a quantum chemistry calculation of a 4-piece molecular cluster, C21H37N2O5P overall, from the OMol25 dataset.

The geometry in XYZ format:
```
66
Properties=species:S:1:pos:R:3:mulliken_charge:R:1
C 3.5537 3.0849 -4.6452 -0.66
C -0.6956 4.0356 -1.2404 -0.95
H 2.6413 3.2228 -5.2287 0.29
P -2.5733 -0.7134 -1.5314 0.50
C 3.2395 3.1275 -3.1561 -0.13
H -1.1788 -0.6265 -1.5396 0.08
C -0.5941 1.6058 0.0499 0.62
H -5.3984 -2.8248 1.8050 0.33
H -0.9873 -1.5964 1.4568 0.20
H 4.0005 2.5943 -2.5746 0.18
H 2.6005 2.3380 0.5952 0.40
C 4.4661 4.3017 -4.7986 -0.56
H -2.8425 -2.0701 -1.3285 0.01
H -3.8783 -0.6075 -3.2331 0.23
H -2.6817 -5.3632 0.9374 0.23
H -5.5203 -6.3476 1.4526 0.28
H 0.9214 -2.2186 2.7567 0.05
C -3.8389 -4.2519 2.3875 -0.49
H 1.7180 0.8067 0.8475 0.07
C 3.7927 -0.9190 2.5658 -0.47
H 2.9248 -3.4830 3.1131 0.29
C 0.5347 3.4961 -0.8819 -0.66
H 5.4792 4.0570 -4.4728 0.25
H -2.8223 3.7844 -1.2623 0.39
H 2.5435 -3.0761 4.7896 0.38
H -0.5318 0.6520 0.5614 0.34
H -4.6464 -6.2973 -0.0891 0.28
H -2.9633 -3.6903 2.7082 0.27
H -4.0204 -2.9142 0.6933 -0.36
O 2.3746 -0.7935 2.4219 -0.29
N -3.2431 0.0075 -2.7400 -0.79
C -4.8019 -5.7751 0.8557 -0.49
H -4.4439 -4.4771 3.2682 0.31
H -3.4116 1.6841 1.0458 0.48
H 4.9603 -2.2999 3.7932 0.34
H 4.5345 5.9935 -3.4006 0.26
H 4.0147 2.1469 -4.9502 0.37
C 0.5974 2.2660 -0.2283 0.10
O -1.7586 -1.7085 0.8868 -0.38
H -0.7313 4.9896 -1.7505 0.40
H 1.2618 -1.1386 4.1255 0.28
O 3.2562 4.5051 -2.7805 -0.37
H -3.2462 -6.3735 2.2739 0.36
C 3.8229 5.2891 -3.8323 -0.48
H 4.0156 -1.1181 4.7053 0.27
C -1.8742 3.3539 -0.9668 -0.87
H 1.4502 4.0250 -1.1175 0.66
H 4.1964 -1.4153 1.6773 0.30
O -2.9676 -0.3744 2.2563 -0.59
C -2.6174 -0.6596 1.1452 0.58
O -5.3473 -4.4842 0.5834 -0.46
C -4.6656 -3.4966 1.3583 0.27
H -3.9167 1.7574 -0.6345 0.42
H 2.3699 1.1818 -0.7262 0.25
C 2.7858 -2.6578 3.8143 -0.64
C 1.7147 -1.7034 3.3043 -0.23
C -1.8315 2.1272 -0.3156 1.01
C 1.9037 1.6266 0.1574 -1.11
N -3.0663 -0.0499 -0.0211 0.21
C -3.5099 -5.5368 1.6285 -0.53
H 4.2270 0.0787 2.6318 0.29
H 2.2627 2.7064 -2.9157 0.20
H 3.0250 5.8582 -4.3212 0.28
H 4.5185 4.6858 -5.8161 0.35
C -3.1196 1.4276 0.0275 -1.55
C 4.0184 -1.7549 3.8186 -0.61
```

* molecular weight: 428.51 u
* largest force on an atom: 1.2 eV/Å
* frontier orbital gap: 9.374 eV
* energy above the lowest of the compared OMol25 structures with the same formula, charge and spin: 0.0 kcal per mole
* SMILES string: Cc1cccc(CN([PH2]=N)C(=O)O)c1.C1CCOC1.C1CCOC1.C1CCOC1



(7)
The following is a quantum chemistry calculation of a 9-piece molecular cluster, C13H44N4O9 overall, from the OMol25 dataset.

The geometry in XYZ format:
```
70
Properties=species:S:1:pos:R:3:mulliken_charge:R:1
H -0.6678 0.9580 1.2416 -0.19
H 1.7272 1.9320 0.7266 0.37
H -5.3168 0.2090 -0.3884 0.29
O 3.2402 -1.2910 -1.0974 -0.66
H -4.8698 -0.4080 2.9056 0.29
H 3.1062 2.2040 -1.7674 -0.09
C 3.2012 -4.9570 1.0676 -1.30
H -2.6648 -1.1090 1.8786 0.23
O 1.7162 0.8020 -4.0734 -0.62
H 4.3122 -4.9900 1.0916 0.35
C 2.6672 -3.6140 1.5606 0.32
C -2.0158 -2.9250 1.9356 0.62
H 0.5792 0.6810 2.5186 0.31
H -2.3918 4.9330 0.1076 0.27
C 0.6472 1.4340 -3.2554 0.09
H 0.7372 -1.3600 -0.4974 0.05
H -2.8448 -1.8550 0.3346 0.10
H -4.2148 0.3640 4.3576 0.35
C -0.1018 5.0300 -0.0064 -0.15
H -4.1228 1.9630 -1.3954 0.53
O -3.0058 0.4520 2.6686 -0.47
H -2.2578 0.3500 -2.2024 0.36
H 1.4302 0.6210 -0.4184 -0.57
H 0.9432 -2.8450 2.0006 0.23
H -2.1058 -4.0350 0.2356 0.19
H 2.9022 -2.7200 0.8626 -0.03
H -0.7308 -1.2620 1.3656 0.17
N 0.9672 -1.8160 -1.4434 0.05
N -2.4948 -1.8930 1.2886 -0.37
H 4.0392 1.2850 -0.6524 0.19
H -2.1578 -0.1130 -0.5534 -0.40
C -2.3668 0.7260 -1.1564 0.15
H -0.0698 0.5910 -2.9804 0.03
H -1.5348 1.4850 -1.0174 0.02
O -1.6868 -2.9450 3.2396 -0.73
H -3.3798 1.3490 2.5106 0.26
H 0.8042 4.6010 -1.6624 0.33
H 3.6162 2.9690 -0.3454 0.27
H -1.4418 3.5610 0.6996 -0.15
H 0.1532 -2.0670 -2.0274 0.20
O 0.1802 -0.9840 1.3176 -0.38
C 2.1882 -1.7040 -1.9174 0.54
N 2.2772 -1.9870 -3.2154 -0.54
H 3.1602 -3.3670 2.5126 0.27
H 2.3682 0.3150 0.9356 0.32
C 1.4612 0.8780 0.6186 -0.27
H 0.1862 2.2690 -3.8834 0.29
H 1.1422 1.7620 -2.3164 -0.22
H -3.5608 -1.0720 3.9026 0.28
O 1.2852 -3.7410 1.7256 -0.45
H 0.1182 6.1040 0.0106 0.31
O 5.1532 2.5530 -1.7454 -0.57
O -4.5788 0.0000 -0.8964 -0.54
H 2.8752 -5.0820 0.0186 0.26
H 1.7992 -0.1030 -3.7684 0.36
N -1.8748 -3.9610 1.2426 -0.22
H 2.7902 -5.7960 1.5976 0.35
H 4.9842 2.5010 -2.6854 0.34
C 0.2932 0.4420 1.4806 0.24
H 0.8282 4.4950 0.3476 0.16
C -3.9648 -0.1810 3.4776 -0.90
C 3.9362 2.2890 -1.1024 -0.11
H 1.5842 -2.4490 -3.8174 0.18
C -1.4518 4.6690 0.7056 -0.58
O -0.1038 4.6370 -1.2754 -0.54
H -1.4418 -4.7710 1.6826 0.28
H -3.8328 1.6110 0.1366 0.17
H -1.5288 5.1180 1.7076 0.37
H 3.1482 -1.9370 -3.6474 0.26
C -3.7688 1.1960 -0.8074 -0.53
```

* molecular weight: 400.51 u
* largest force on an atom: 8.0 eV/Å
* frontier orbital gap: 9.027 eV
* energy above the lowest of the compared OMol25 structures with the same formula, charge and spin: 28.2 kcal per mole
* SMILES string: NC(N)=O.NC(N)=O.CCO.CCO.CCO.CCO.CO.CO.CO



(8)
The following is a quantum chemistry calculation of C8H13F6N3O9S2Te4V as an isolated structure, from the OMol25 dataset.

The geometry in XYZ format:
```
46
Properties=species:S:1:pos:R:3:mulliken_spin:R:1
O -2.8112 -3.0692 3.9230 0.00
O 2.6709 -0.2524 -1.7049 0.02
F -0.5434 4.2547 -2.6647 0.00
H 3.0892 -0.7724 -4.3387 0.00
H -3.4216 -4.4065 2.4455 0.00
N -2.2028 -2.0135 1.9706 0.01
Te 3.8142 -2.9420 1.9541 0.50
N -1.4575 -1.1126 1.2017 0.00
C -1.9450 -2.1964 3.2938 0.00
C -1.2744 3.1636 -2.4410 0.01
C 2.4031 -2.5595 -2.3842 0.01
F -1.0421 2.2847 -3.4116 0.00
O -0.4116 -1.4035 -2.9161 0.00
O 0.5462 2.0266 -1.0091 0.01
C 0.4435 -1.0728 -2.0872 -0.01
H -4.3722 -4.3314 3.9372 0.00
V 0.6026 1.1542 0.9196 2.03
O -2.5112 4.2080 2.1526 0.00
Te 5.8709 0.6233 1.1226 0.04
H -0.9997 -1.5689 0.4144 0.00
C 2.0532 -0.6640 -4.0013 0.00
S -1.4103 3.3392 1.7215 0.02
H -2.0764 -0.4113 0.8107 0.00
C 0.0957 4.3902 2.2114 0.00
O 0.2415 -0.7775 -0.8693 -0.01
O 0.3737 1.3294 2.4830 -0.20
F -0.2994 5.6718 2.2480 0.00
H -4.5308 -3.0338 2.7431 0.00
O -1.7219 1.2957 -0.5497 0.01
Te 3.2739 1.2195 1.2482 0.03
F -2.5649 3.5072 -2.4772 0.00
Te 1.9442 -1.2053 1.4845 0.52
F 0.5533 4.0743 3.4233 0.00
H 1.7624 0.3840 -4.0853 0.00
C 1.9269 -1.1163 -2.5527 0.01
N -1.1083 3.6459 0.0976 0.01
H -2.8891 -2.5776 1.5035 0.00
H 3.6153 -0.4001 -1.8356 0.00
H 1.3972 -1.2556 -4.6382 0.00
C -3.8298 -3.7343 3.2067 0.00
O -1.0779 -1.6863 3.9393 0.00
H 1.7282 -3.2417 -2.9036 0.00
S -0.8552 2.4209 -0.8094 0.00
F 1.1057 4.3093 1.3451 0.01
H 2.4338 -2.8193 -1.3252 -0.01
H 3.4112 -2.6786 -2.7958 0.00
```

* molecular weight: 1034.67 u
* <S²>: 3.801
* largest force on an atom: 1.8 eV/Å
* spin multiplicity: 4
* frontier orbital gap (spin up / spin down): 5.232 / 5.191 eV
* net charge: -2
* energy above the lowest of the compared OMol25 structures with the same formula, charge and spin: 117.5 kcal per mole